1.
109
Properties=species:S:1:pos:R:3 method="wB97M-V/def2-TZVPD" total_charge=-1 homo_energy_ha=-0.20083 e_lumo_ha=0.0752
C 0.36 1.26 1.90
C -0.42 0.04 2.38
C -0.24 -1.13 1.38
C -1.54 -1.86 1.13
C -1.40 -2.75 -0.10
C -1.35 -1.91 -1.39
S -0.08 -2.50 -2.50
O -0.16 -1.65 -3.66
O -0.43 -3.88 -2.75
N 1.28 -2.33 -1.68
S 2.51 -3.05 -2.41
O 2.24 -3.33 -3.80
O 3.73 -2.32 -2.24
C 2.65 -4.67 -1.65
C 3.16 -4.76 -0.19
C 3.37 -3.47 0.54
O 4.37 -5.54 -0.15
H -0.13 1.65 1.01
H 1.38 1.01 1.64
H 0.35 2.06 2.63
H -1.47 0.30 2.42
H -0.03 -0.24 3.35
H 0.13 -0.69 0.46
H 0.54 -1.80 1.74
H -2.35 -1.17 0.93
H -1.78 -2.45 2.01
H -2.21 -3.46 -0.21
H -0.49 -3.33 -0.05
H -2.25 -2.07 -1.97
H -1.25 -0.84 -1.23
H 3.22 -5.29 -2.32
H 1.63 -5.05 -1.67
H 2.41 -5.32 0.36
H 3.61 -3.70 1.57
H 4.24 -2.97 0.14
H 2.52 -2.80 0.45
H 4.09 -6.46 -0.19
C 0.11 -5.39 5.31
C -0.11 -3.90 5.08
C -0.95 -3.30 6.20
O -0.74 -3.69 3.83
H -0.84 -5.93 5.32
H 0.71 -5.82 4.50
H 0.62 -5.58 6.26
H 0.85 -3.39 5.03
H -1.93 -3.77 6.24
H -1.10 -2.23 6.02
H -0.47 -3.42 7.17
H -1.59 -4.13 3.84
C 5.21 -1.27 4.59
C 3.73 -0.97 4.73
C 3.29 -1.01 6.19
O 2.97 -1.91 3.97
H 5.44 -2.27 4.97
H 5.51 -1.25 3.54
H 5.82 -0.55 5.14
H 3.51 0.01 4.31
H 3.45 -2.00 6.61
H 2.22 -0.80 6.27
H 3.83 -0.28 6.79
H 3.14 -2.79 4.32
C -0.05 -4.37 -7.18
C 1.24 -4.06 -7.92
C 2.37 -4.99 -7.47
O 1.62 -2.70 -7.70
H 0.11 -4.22 -6.10
H -0.85 -3.70 -7.49
H -0.37 -5.40 -7.34
H 1.09 -4.16 -9.00
H 2.56 -4.86 -6.40
H 3.29 -4.76 -8.00
H 2.11 -6.03 -7.65
H 1.76 -2.59 -6.75
C -1.44 4.07 -0.62
C -0.79 4.76 0.56
C -0.78 6.28 0.40
O 0.54 4.27 0.70
H -0.89 4.28 -1.55
H -1.43 2.99 -0.49
H -2.48 4.39 -0.75
H -1.32 4.50 1.48
H -0.21 6.56 -0.49
H -0.29 6.75 1.25
H -1.79 6.67 0.31
H 1.03 4.48 -0.10
C -4.96 2.58 -1.92
C -3.83 1.65 -2.35
C -4.29 0.64 -3.38
O -3.30 0.98 -1.20
H -5.77 2.01 -1.46
H -4.60 3.30 -1.18
H -5.36 3.13 -2.78
H -3.01 2.24 -2.76
H -5.08 0.01 -2.96
H -3.47 -0.02 -3.66
H -4.67 1.13 -4.27
H -4.02 0.45 -0.82
C -3.03 11.44 -0.51
C -2.43 10.08 -0.18
C -0.91 10.17 -0.04
O -2.78 9.13 -1.18
H -2.65 11.80 -1.47
H -4.12 11.36 -0.61
H -2.80 12.17 0.26
H -2.85 9.71 0.75
H -0.46 10.50 -0.98
H -0.49 9.19 0.19
H -0.63 10.87 0.74
H -2.41 9.43 -2.02

2.
30
Properties=species:S:1:pos:R:3 method="wB97M-V/def2-TZVPD" homo_energy_ha=-0.32500 de_lowest_kj_mol=55.2 e_lumo_ha=0.0351
C -0.04 -3.18 -0.36
C -0.86 -2.19 0.42
C -1.59 -1.17 -0.20
C -2.35 -0.32 0.59
C -2.19 -0.25 1.96
C -1.41 -1.22 2.58
C -0.86 -2.24 1.81
H -0.09 -2.96 -1.43
H -0.44 -4.18 -0.24
H 1.02 -3.21 -0.10
H -1.58 -1.07 -1.28
H -3.02 0.38 0.12
H -2.67 0.55 2.50
H -1.12 -1.22 3.63
H -0.45 -3.07 2.37
C 1.95 0.01 0.79
C 1.56 0.98 -0.28
C 2.34 1.16 -1.42
C 1.93 2.06 -2.41
C 0.71 2.70 -2.32
C -0.04 2.55 -1.16
C 0.45 1.79 -0.12
H 3.02 -0.02 1.01
H 1.72 -1.02 0.53
H 1.47 0.32 1.72
H 3.27 0.67 -1.65
H 2.71 2.37 -3.09
H 0.25 3.22 -3.16
H -1.00 3.05 -1.09
H -0.03 1.78 0.85

3.
125
Properties=species:S:1:pos:R:3 method="wB97M-V/def2-TZVPD" total_charge=+1 spin_multiplicity=5 homo_energy_ha="-0.44316 / -0.40914" s2=6.01 de_lowest_kj_mol=250.8 e_lumo_ha="-0.0579 / -0.0579"
Fe 0.49 -0.07 0.30
P 0.75 2.63 1.73
F -0.08 1.90 0.51
F -0.21 3.98 1.82
F -0.17 1.76 2.71
F 1.66 3.40 2.88
F 1.65 1.28 1.68
F 1.70 3.19 0.56
C 4.04 2.78 -4.43
C 3.32 3.10 -3.15
C 1.83 3.14 -3.28
O 1.41 1.84 -2.72
C 2.29 1.28 -2.09
O 2.04 0.39 -1.27
O 3.41 1.91 -2.28
H 3.67 3.52 -5.14
H 4.10 1.78 -4.86
H 5.06 3.03 -4.15
H 3.73 4.04 -2.78
H 1.53 3.28 -4.32
H 1.60 4.05 -2.73
C 4.50 -1.37 5.02
C 4.19 -2.17 3.78
C 3.10 -3.33 3.81
O 2.19 -2.84 2.78
C 2.59 -1.70 2.26
O 1.98 -1.26 1.22
O 3.59 -1.15 2.94
H 5.36 -0.70 4.98
H 4.76 -2.25 5.61
H 3.61 -1.00 5.53
H 5.09 -2.63 3.38
H 2.49 -3.38 4.71
H 3.48 -4.26 3.39
C 6.88 2.26 2.42
C 5.54 2.20 1.54
C 5.85 2.46 0.07
O 5.84 1.15 -0.61
C 5.38 0.23 0.30
O 5.05 -0.95 -0.05
O 5.15 0.79 1.53
H 6.65 2.04 3.46
H 7.29 3.27 2.39
H 7.55 1.46 2.09
H 4.69 2.80 1.85
H 6.87 2.79 -0.14
H 5.05 3.10 -0.29
C -4.76 2.25 4.91
C -4.34 2.94 3.57
C -2.94 2.56 2.98
O -3.33 1.88 1.84
C -4.64 2.03 1.60
O -5.18 1.71 0.52
O -5.29 2.44 2.72
H -4.13 2.66 5.71
H -4.72 1.18 4.73
H -5.80 2.45 5.19
H -4.51 3.99 3.82
H -2.37 1.93 3.66
H -2.27 3.40 2.80
C 1.40 -3.85 -4.54
C -0.01 -3.29 -4.53
C -0.66 -2.81 -5.83
O -2.04 -3.20 -5.63
C -2.14 -3.98 -4.57
O -3.21 -4.37 -4.05
O -0.95 -4.25 -4.11
H 1.42 -4.58 -3.73
H 2.21 -3.12 -4.47
H 1.71 -4.57 -5.30
H 0.05 -2.51 -3.77
H -0.16 -3.39 -6.61
H -0.54 -1.74 -5.97
C -5.14 -0.66 -1.80
C -3.97 -0.50 -2.72
C -3.72 0.91 -2.99
O -2.44 1.15 -2.41
C -2.00 0.09 -1.83
O -0.99 0.03 -1.12
O -2.83 -0.87 -2.03
H -5.10 -1.57 -1.21
H -6.05 -0.66 -2.41
H -5.21 -0.02 -0.92
H -4.03 -0.96 -3.71
H -4.48 1.36 -2.35
H -4.04 1.24 -3.98
C -3.27 -2.59 4.44
C -3.17 -3.00 2.99
C -4.01 -2.28 2.06
O -3.27 -1.20 1.52
C -2.01 -1.39 1.96
O -1.05 -0.64 1.66
O -1.88 -2.55 2.59
H -4.09 -3.20 4.82
H -3.68 -1.64 4.79
H -2.31 -2.76 4.94
H -3.26 -4.08 2.89
H -4.84 -1.89 2.65
H -4.39 -2.92 1.26
C -0.85 5.26 -3.53
C -1.25 4.85 -2.08
C -1.65 5.99 -1.08
O -3.06 5.89 -0.93
C -3.48 4.75 -1.34
O -4.68 4.36 -1.23
O -2.49 4.20 -2.18
H -1.70 5.81 -3.93
H -0.59 4.43 -4.18
H 0.07 5.84 -3.41
H -0.52 4.26 -1.53
H -1.40 6.96 -1.50
H -1.09 5.90 -0.15
C 1.10 -6.78 1.05
C 0.44 -5.84 0.04
C -0.99 -5.39 0.39
O -1.10 -4.22 -0.35
C 0.09 -3.70 -0.44
O 0.26 -2.51 -0.79
O 1.09 -4.52 -0.04
H 0.88 -6.58 2.10
H 2.17 -6.68 0.87
H 0.94 -7.85 0.88
H 0.50 -6.20 -0.99
H -0.91 -5.21 1.46
H -1.85 -5.91 -0.03

4.
60
Properties=species:S:1:pos:R:3 method="wB97M-V/def2-TZVPD" homo_energy_ha=-0.29139 e_lumo_ha=0.0125
C 1.28 7.83 -2.53
C 0.12 6.85 -2.72
C 0.58 5.40 -2.69
C 1.56 4.95 -3.59
C 1.97 3.62 -3.61
Cl 3.22 3.08 -4.70
C 1.34 2.72 -2.74
N 1.53 1.36 -2.58
C 0.68 0.85 -1.61
C 0.73 -0.60 -1.29
O 1.72 -1.20 -1.65
O -0.33 -1.22 -0.71
C -0.06 1.91 -1.10
C -1.00 1.86 0.10
C -2.37 2.55 -0.08
C -3.37 1.74 -0.89
O -3.82 2.22 -1.91
O -3.80 0.56 -0.37
C 0.36 3.12 -1.83
C 0.00 4.48 -1.80
H 1.98 7.77 -3.37
H 0.90 8.85 -2.48
H 1.81 7.61 -1.60
H -0.38 7.05 -3.67
H -0.61 7.01 -1.92
H 2.02 5.64 -4.29
H 2.21 0.81 -3.10
H -0.09 -2.16 -0.74
H -0.48 2.36 0.92
H -1.16 0.83 0.42
H -2.26 3.52 -0.54
H -2.80 2.70 0.91
H -4.44 0.23 -1.02
H -0.73 4.84 -1.09
C 2.49 -7.02 1.02
N 1.48 -6.18 1.66
C 1.46 -4.84 1.59
O 2.34 -4.21 1.01
C 0.31 -4.11 2.29
N 0.47 -2.64 2.25
C 0.21 -1.73 3.19
C -0.15 -2.16 4.60
O 0.27 -0.54 2.93
C -1.03 -4.54 1.66
C -2.24 -4.28 2.56
O -1.26 -3.87 0.44
H 2.06 -7.98 0.74
H 3.33 -7.17 1.70
H 2.87 -6.53 0.11
H 0.75 -6.64 2.16
H 0.32 -4.45 3.33
H 0.86 -2.26 1.40
H 0.66 -2.77 5.00
H -0.27 -1.27 5.22
H -1.08 -2.72 4.60
H -1.01 -5.61 1.47
H -2.37 -3.21 2.72
H -2.10 -4.78 3.52
H -3.13 -4.67 2.08
H -1.58 -2.99 0.65

Values of largest force on an atom, in order: 1.3, 1.3, 9.6, 2.7, all in eV/Å.